Below is 2 unconnected molecules or ions with the total composition CH3O2S2, with properties calculated with the ωB97M-V functional and the def2-TZVPD basis.

Element x y z (Å)
S1 0.412 -0.369 2.100
S2 2.222 -0.016 1.160
O1 -0.417 -0.602 -1.568
O2 -1.393 0.779 -0.075
C1 -1.141 0.344 -1.242
H1 -1.648 0.943 -2.040
H2 2.404 -1.207 0.572
H3 -0.439 0.127 1.092

Atomic forces in eV per Å
0.23 0.01 0.13
-0.10 0.02 0.18
-0.13 0.06 -0.18
0.09 -0.12 -0.08
0.12 0.16 0.57
0.00 -0.14 -0.18
-0.10 -0.01 -0.09
-0.12 0.03 -0.34

Properties
**Gap between HOMO and LUMO**: 7.9 eV
**E**: -986.82465 a.u.
**Net charge**: -1



Below is C3H4F2N2 in the gas phase at a distorted geometry, with properties calculated with the ωB97M-V functional and the def2-TZVPD basis.

Element x y z (Å)
F1 0.959 -0.377 -2.881
F2 -1.554 -0.283 3.157
N1 0.167 0.793 -0.918
N2 -0.677 -0.256 1.030
C1 0.711 0.849 -2.225
C2 -0.667 -0.839 2.277
C3 -0.148 0.088 0.027
H1 -0.014 1.354 -2.942
H2 1.767 1.246 -2.370
H3 0.477 -0.663 2.660
H4 -1.021 -1.910 2.185

Atomic forces in eV per Å
-0.70 -0.69 0.66
0.06 0.61 -0.16
0.97 -0.50 -0.70
-1.43 -0.18 -0.29
0.53 0.18 -1.94
2.83 -1.54 1.03
0.21 1.82 -1.14
0.85 -0.22 1.25
-1.50 0.48 1.18
-2.82 -0.93 -0.13
1.00 0.97 0.24

Properties
**Gap between HOMO and LUMO**: 10.1 eV
**E**: -425.87950 a.u.
**SMILES**: FCN=C=NCF
**Net charge**: 0



Below is a molecular structure, C9H24O17P2S3Zr at a distorted geometry, with properties calculated with the ωB97M-V functional and the def2-TZVPD basis.

Element x y z (Å)
Zr1 13.371 -20.266 -20.593
S1 14.383 -18.459 -17.560
S2 15.176 -23.017 -18.485
S3 13.157 -23.349 -22.667
P1 14.948 -18.733 -21.945
P2 10.915 -20.643 -19.807
O1 15.373 -20.022 -21.176
O2 12.097 -21.557 -19.552
O3 9.454 -20.797 -19.445
O4 14.665 -17.110 -18.037
O5 15.561 -18.947 -16.497
O6 11.789 -19.331 -19.649
O7 15.050 -22.225 -17.004
O8 14.256 -18.427 -20.621
O9 12.913 -24.517 -21.814
O10 16.432 -23.772 -18.617
O11 14.647 -22.157 -19.578
O12 11.464 -20.696 -21.213
O13 13.670 -22.064 -22.130
O14 14.158 -19.609 -18.457
O15 15.747 -17.406 -22.202
O16 11.805 -23.028 -23.572
O17 13.604 -19.360 -22.455
C1 12.948 -18.442 -16.363
C2 10.891 -22.098 -25.559
C3 17.121 -18.779 -14.770
C4 15.937 -22.710 -15.936
C5 16.271 -17.989 -15.817
C6 11.603 -21.801 -24.258
C7 14.227 -24.038 -24.043
C8 13.834 -24.248 -18.222
C9 15.562 -22.200 -14.474
H1 16.576 -19.399 -14.059
H2 13.347 -24.490 -19.166
H3 9.832 -22.350 -25.513
H4 17.708 -18.086 -14.166
H5 15.685 -21.119 -14.539
H6 13.944 -23.478 -24.934
H7 16.937 -17.500 -16.529
H8 12.156 -17.740 -16.621
H9 14.064 -25.174 -17.696
H10 13.875 -25.034 -24.311
H11 16.945 -22.318 -16.072
H12 15.594 -17.336 -15.266
H13 13.296 -17.887 -15.492
H14 13.027 -23.645 -17.805
H15 10.794 -21.138 -26.068
H16 10.826 -21.286 -23.693
H17 15.291 -24.194 -23.866
H18 15.952 -23.800 -15.923
H19 11.382 -22.932 -26.060
H20 12.546 -21.254 -24.271
H21 16.336 -22.651 -13.853
H22 12.675 -19.464 -16.099
H23 14.515 -22.349 -14.208
H24 17.786 -19.412 -15.357

Atomic forces in eV per Å
0.27 0.81 0.17
-1.94 -0.87 -2.26
-2.22 -0.63 -1.72
0.05 1.23 0.30
-0.36 3.32 3.98
0.07 2.18 -0.87
5.75 -4.23 -2.52
1.73 -6.21 7.39
1.86 0.02 0.13
-0.11 -2.17 1.45
-1.82 -1.36 -1.81
-1.99 3.47 4.02
1.16 -0.72 -0.62
-3.07 5.50 4.31
-0.07 2.03 -1.23
-1.39 1.83 0.51
2.55 -2.12 3.52
-3.85 -0.18 -9.78
-0.71 -4.03 -1.94
1.49 2.31 3.73
-0.67 -3.77 -2.09
1.68 -2.49 1.77
-0.52 0.05 -5.61
1.23 1.02 0.06
0.23 0.06 -0.36
0.10 0.66 -0.76
-0.53 0.34 0.86
1.14 -0.24 1.81
-1.44 0.57 0.70
-1.05 0.04 -0.13
-0.54 0.98 -0.50
-0.10 0.50 -2.72
-0.37 0.16 -0.31
0.73 0.04 -0.52
0.01 -0.45 0.94
0.19 0.10 -0.13
0.12 -0.06 0.35
0.69 0.54 0.14
-0.10 0.58 0.33
-0.18 -0.79 -1.17
0.42 0.46 0.25
-0.54 -0.10 0.66
0.00 -0.21 -0.52
0.08 0.56 -0.27
0.68 -0.42 0.41
0.10 -0.01 0.58
0.78 -0.11 -0.70
0.83 0.61 0.67
-0.12 0.90 0.36
0.04 -0.01 -0.25
0.14 0.40 -0.74
-0.25 0.38 -0.33
-0.43 0.04 0.39
-0.13 0.23 -0.40
0.23 -0.58 0.22
0.16 -0.13 0.25

Properties
**Gap between HOMO and LUMO**: 3.9 eV
**E**: -3560.85148 a.u.
**Net charge**: -2



Below is 3 unconnected molecules or ions with the total composition C6H12 at a distorted geometry, with properties calculated with the ωB97M-V functional and the def2-TZVPD basis.

Element x y z (Å)
C1 -1.384 -1.672 -0.133
C2 -0.687 1.427 1.302
C3 -0.322 -2.057 -0.817
C4 -0.411 2.070 -0.024
C5 -1.293 1.132 -0.038
C6 2.192 0.134 -0.280
H1 0.603 -2.031 -0.285
H2 -1.330 -1.296 0.898
H3 1.110 0.130 -0.337
H4 -0.065 2.950 -0.531
H5 -2.159 0.771 -0.557
H6 0.049 0.761 1.765
H7 2.583 0.474 -1.243
H8 -2.365 -1.955 -0.451
H9 2.537 -0.886 -0.130
H10 2.545 0.752 0.559
H11 -1.302 1.963 2.029
H12 -0.301 -2.668 -1.728

Atomic forces in eV per Å
-0.21 -0.92 0.58
-0.07 0.04 0.27
0.23 -1.09 0.46
-0.40 0.24 0.00
-0.28 0.75 -0.01
0.28 -0.03 0.02
0.69 0.36 -0.16
0.22 0.02 -0.65
0.09 0.09 0.09
0.34 -0.04 0.00
0.08 -0.32 0.01
-0.13 0.00 -0.24
0.04 0.15 0.25
-0.60 0.34 -0.41
0.09 -0.08 0.07
-0.13 -0.08 -0.43
0.18 -0.06 0.00
-0.42 0.63 0.16

Properties
**Gap between HOMO and LUMO**: 10.4 eV
**E**: -235.64591 a.u.
**SMILES**: C1=CC1.C=C.C
**Net charge**: 0



Below is a molecular structure, C32H54AgNO26S at a distorted geometry, with properties calculated with the ωB97M-V functional and the def2-TZVPD basis.

Element x y z (Å)
Ag1 2.747 -6.633 11.859
S1 0.579 -5.023 12.462
O1 -2.680 -1.175 10.824
O2 0.583 -3.632 12.827
O3 -2.786 -7.980 15.172
O4 -1.339 -8.213 8.308
O5 2.511 -2.547 7.049
O6 4.189 -6.916 13.736
O7 5.267 -2.030 12.393
O8 -0.704 -5.688 12.379
O9 -3.750 -0.149 12.506
O10 1.538 -6.169 16.437
O11 -0.978 -4.773 17.040
O12 6.310 -0.871 10.776
O13 1.479 -5.813 13.369
O14 4.269 -1.141 7.094
O15 -2.518 -5.438 18.535
O16 4.374 -3.149 8.084
O17 -3.110 -4.970 16.429
O18 1.355 -5.200 11.185
O19 4.087 -1.149 10.741
O20 -2.772 -9.968 8.161
O21 5.807 -8.229 14.461
O22 4.060 -7.956 15.776
O23 -1.504 -0.071 12.302
O24 1.218 -7.709 17.996
O25 -2.406 -8.943 10.107
O26 2.799 -6.115 18.251
N1 -0.194 -7.882 14.523
C1 3.595 -2.391 14.068
C2 2.213 -3.804 7.655
C3 1.676 -4.729 6.563
C4 5.328 -1.315 11.245
C5 -1.946 -8.795 15.968
C6 -0.550 -0.737 11.496
C7 -3.123 -3.473 14.532
C8 4.521 -9.481 17.606
C9 -2.237 -5.072 17.443
C10 -4.040 -7.745 15.784
C11 -1.081 -1.523 9.043
C12 5.092 -8.449 16.630
C13 -1.734 -7.764 10.545
C14 1.795 -6.731 17.619
C15 0.303 -10.036 15.618
C16 3.964 -2.519 12.595
C17 4.631 -4.722 17.434
C18 2.343 -5.015 16.284
C19 3.760 -2.170 7.375
C20 -2.433 -4.641 15.215
C21 3.112 -1.717 11.577
C22 4.629 -7.635 14.600
C23 -0.886 -5.923 8.923
C24 -0.806 -9.171 15.044
C25 3.493 -4.217 8.369
C26 -2.213 -9.122 8.776
C27 6.155 -8.948 15.656
C28 3.141 -4.879 17.570
C29 -2.738 -0.440 11.934
C30 -0.853 -7.371 9.355
C31 -1.354 -1.616 10.527
C32 -1.037 -4.294 15.683
H1 3.829 -1.383 14.413
H2 -0.839 -7.291 13.978
H3 -0.657 -5.405 9.853
H4 -0.115 -5.672 8.202
H5 2.993 -5.206 15.428
H6 3.903 -8.916 18.311
H7 -1.150 -9.593 14.099
H8 -4.147 -3.635 14.200
H9 3.927 -3.576 12.296
H10 3.792 -10.126 17.114
H11 -1.158 -7.988 11.438
H12 2.210 -4.587 5.623
H13 -0.251 -4.826 15.149
H14 -2.402 -5.499 14.537
H15 0.161 -7.642 9.688
H16 7.152 -8.718 16.014
H17 -0.017 0.032 10.926
H18 0.213 -7.221 15.204
H19 0.635 -4.517 6.318
H20 3.774 -5.190 7.957
H21 -0.180 -2.060 8.729
H22 -0.957 -0.489 8.728
H23 -4.562 -6.907 15.323
H24 -1.255 -2.648 10.888
H25 6.012 -10.010 15.456
H26 0.768 -9.669 16.535
H27 1.135 -10.137 14.913
H28 3.352 -4.279 9.451
H29 2.728 -4.040 18.136
H30 -1.568 -8.205 16.811
H31 5.261 -10.010 18.199
H32 -3.965 -7.413 16.827
H33 4.191 -3.087 14.660
H34 -1.849 -5.630 8.510
H35 0.572 -8.161 13.908
H36 2.573 -0.934 12.116
H37 -2.550 -3.215 13.637
H38 -2.469 -6.992 10.774
H39 -0.782 -3.233 15.719
H40 2.415 -2.429 11.137
H41 4.961 -5.548 16.791
H42 5.514 -7.670 17.268
H43 0.175 -1.348 12.028
H44 5.215 -4.743 18.347
H45 -1.839 -2.063 8.475
H46 -0.093 -11.034 15.800
H47 1.744 -5.780 6.853
H48 2.543 -2.613 14.243
H49 1.432 -3.643 8.406
H50 -4.655 -8.647 15.743
H51 1.783 -4.106 16.076
H52 -2.446 -9.696 16.330
H53 -3.158 -2.605 15.192
H54 4.831 -3.838 16.826

Atomic forces in eV per Å
1.11 -0.19 0.32
-1.97 1.39 0.17
-0.68 -0.73 -0.86
-0.16 -0.38 0.00
0.05 0.08 0.10
0.54 -0.04 -0.26
-0.14 0.02 0.33
-0.97 -0.07 -0.20
0.41 -0.16 0.08
0.26 0.25 0.23
0.82 -0.11 -0.38
-0.50 0.61 -0.40
-0.28 0.08 -0.28
0.36 0.08 -0.16
0.72 -0.72 1.19
-0.06 -0.04 -0.10
0.02 0.04 0.15
0.67 -0.58 0.27
0.06 -0.02 -0.17
0.61 -0.21 -1.36
-0.57 -0.09 -0.87
0.39 0.27 -0.24
0.37 0.44 -0.17
-0.23 1.12 -0.83
0.51 -0.34 0.76
0.24 0.13 -0.02
0.22 0.23 0.28
-0.03 0.16 0.14
0.37 0.54 -0.17
0.15 0.02 -0.23
-1.36 -0.09 -0.35
0.07 -0.06 -0.03
-0.03 0.15 0.11
0.18 0.30 -0.61
0.88 0.58 -1.57
0.11 0.27 -0.20
-1.07 0.98 -0.16
-0.01 -0.50 0.36
-0.79 0.27 0.66
0.40 -0.32 -0.10
0.80 -1.41 1.66
-0.76 0.25 -0.26
-0.02 -0.98 0.69
0.21 -0.13 0.08
-0.72 -0.29 0.25
-0.08 -0.74 -1.37
1.16 0.51 -1.20
0.28 0.35 -0.02
-0.60 0.83 -0.69
0.35 -0.32 1.92
1.00 -0.83 0.23
0.15 -0.19 0.66
0.62 0.46 -0.04
-0.50 0.11 -0.49
-0.58 -0.48 0.39
-1.04 -0.36 0.31
-0.48 0.24 0.88
-1.10 0.31 0.55
0.04 -0.13 0.13
-0.02 -0.20 0.71
1.00 -0.13 0.75
-0.13 0.04 -0.01
-0.20 -0.38 -0.07
-0.27 0.57 -0.22
0.05 -0.22 -0.07
0.05 0.10 -0.03
0.12 -0.05 0.13
-0.48 -0.34 0.30
0.04 -0.47 0.13
0.20 -0.06 0.08
0.45 -0.41 -0.15
0.00 -0.05 0.04
0.32 -0.05 0.16
-0.07 0.11 -0.19
-0.23 -0.17 0.28
0.14 -0.15 -0.84
0.13 0.03 -0.40
0.12 -0.02 0.16
0.08 -0.49 0.43
-0.03 0.10 0.21
0.78 0.21 0.12
0.28 0.18 0.50
-0.31 -0.02 -0.15
0.21 -0.24 -0.53
-0.25 -0.07 -0.26
0.30 -0.02 -0.07
-0.44 0.24 0.11
-0.20 -0.10 -0.21
0.06 -0.07 -0.03
0.01 -0.28 0.30
0.05 -0.23 0.22
0.19 -0.12 -0.31
0.38 -0.31 0.01
0.07 0.00 -0.04
-0.11 -0.05 0.20
-0.07 0.35 0.03
-0.13 0.10 -0.30
0.04 0.09 0.06
-0.05 -0.04 0.11
-0.29 0.05 -0.31
0.02 0.42 -0.73
0.21 -0.01 0.18
-0.25 0.51 -0.45
-0.24 0.24 0.56
-0.26 0.23 0.19
-0.40 0.46 0.12
0.04 -0.01 0.03
0.03 0.00 0.02
-0.05 0.06 -0.15
-0.07 0.11 -0.10
-0.03 0.03 -0.06
-0.41 -0.26 0.03
-0.06 0.01 0.02
0.18 0.00 0.01
0.10 0.24 0.38

Properties
**Gap between HOMO and LUMO (alpha / beta)**: 7.6 / 4.9 eV
**E**: -3807.69286 a.u.
**Spin multiplicity**: 2
**Net charge**: +1



Below is C5H9NS in the gas phase at a distorted geometry, with properties calculated with the ωB97M-V functional and the def2-TZVPD basis.

Element x y z (Å)
S1 -2.455 0.046 0.594
N1 0.649 0.019 1.468
C1 -0.152 -1.239 -0.598
C2 -1.119 0.005 -0.623
C3 1.057 0.746 0.220
C4 1.078 -0.718 0.229
C5 -0.124 1.276 -0.557
H1 0.228 1.621 -1.547
H2 -0.627 2.159 -0.108
H3 0.097 -1.505 -1.605
H4 -1.634 -0.037 -1.570
H5 1.992 1.347 0.194
H6 1.373 0.030 2.195
H7 -1.703 -0.347 1.577
H8 -0.658 -2.068 -0.118
H9 2.001 -1.336 0.250

Atomic forces in eV per Å
-0.48 0.07 -0.86
0.50 -0.09 -0.90
-0.09 1.47 1.94
1.46 0.64 -0.54
0.61 0.82 0.56
-0.58 -1.09 -0.26
-0.93 -0.45 0.01
-0.24 -0.47 0.17
0.32 -0.66 0.00
0.44 -0.14 -0.51
-0.22 0.30 -0.32
-0.66 -0.57 0.26
-0.11 -0.04 -0.65
0.59 -0.21 1.03
0.06 -0.28 0.07
-0.68 0.69 0.00

Properties
**Gap between HOMO and LUMO**: 9.6 eV
**E**: -648.81387 a.u.
**SMILES**: S[C@@H]1C[C@@H]2N[C@@H]2C1
**Net charge**: 0



Q: The highest E belongs to which entry?
A: C6H12



Q: Among the records above, which one has the highest E?
A: C6H12